{
  "formula": "C4H52BO34",
  "method": "the ωB97M-V functional and the def2-TZVPD basis",
  "elements": ["O", "C", "O", "B", "O", "C", "O", "O", "C", "O", "C", "O", "O", "O", "H", "H", "O", "H", "H", "O", "H", "H", "O", "H", "H", "O", "H", "H", "O", "H", "H", "O", "H", "H", "O", "H", "H", "O", "H", "H", "O", "H", "H", "O", "H", "H", "O", "H", "H", "O", "H", "H", "O", "H", "H", "O", "H", "H", "O", "H", "H", "O", "H", "H", "O", "H", "H", "O", "H", "H", "O", "H", "H", "O", "H", "H", "O", "H", "H", "O", "H", "H", "O", "H", "H", "O", "H", "H", "O", "H", "H"],
  "xyz": [[0.63432, 0.15988, 3.38583], [0.34791, 0.39382, 2.19187], [0.59269, -0.36737, 1.25026], [-0.01938, 0.21507, 0.04927], [-0.70226, 1.39649, 0.51767], [-0.44070, 1.46584, 1.73920], [-0.92276, 2.29681, 2.47937], [-0.90411, -0.66702, -0.63962], [-0.36408, -0.82422, -1.76292], [-0.54213, -1.87087, -2.38583], [0.77585, -0.01302, -1.94761], [1.02802, 0.60934, -0.90108], [1.53686, -0.06001, -2.89186], [-3.94845, 1.82668, 2.25240], [-4.12416, 1.28129, 3.05168], [-3.58138, 2.63442, 2.65637], [3.24321, -1.15876, 0.46583], [3.05894, -0.27221, 0.87425], [4.19077, -1.41981, 0.44291], [2.17431, -2.31233, 2.73992], [2.53766, -1.92180, 1.94904], [1.23541, -2.17713, 2.68067], [1.50607, -3.01756, -0.73614], [2.20230, -2.67345, -0.16576], [1.28998, -3.82596, -0.17003], [-1.99460, 1.00390, 4.53992], [-1.95223, 1.64384, 3.78992], [-2.34440, 0.21675, 4.17031], [4.31925, -0.74877, -2.21287], [5.21380, -1.08295, -2.28340], [4.07943, -0.66975, -1.30645], [-1.34110, -3.32299, 0.64636], [-0.65776, -2.83145, 0.16573], [-2.07808, -3.12672, 0.11773], [-0.24974, -0.91818, 5.99256], [-0.16253, -0.64823, 5.10946], [0.40815, -1.59290, 5.97017], [2.02168, 3.00455, -2.62387], [1.80053, 3.08176, -3.53575], [2.74755, 2.40247, -2.67927], [-3.64424, -0.42307, 0.06470], [-4.39462, -1.03645, 0.20760], [-3.21308, -0.42353, 0.92258], [3.27153, -0.69458, -4.90005], [3.17871, -0.33069, -4.01343], [4.21702, -0.66822, -5.10455], [1.80191, -3.59188, -3.58336], [1.40599, -3.08031, -4.27992], [1.65145, -3.09956, -2.79571], [-3.02551, 0.26112, -2.49622], [-2.80831, 1.18222, -2.47465], [-2.92835, -0.08837, -1.62185], [0.95358, -1.79269, -5.19233], [0.42366, -1.11299, -4.75200], [1.78748, -1.38062, -4.95203], [3.05270, -0.29180, 4.87581], [2.30395, 0.08765, 4.37619], [3.55559, 0.45442, 5.21839], [-0.68563, -4.55767, -2.38030], [-0.36773, -3.63352, -2.34284], [-0.68406, -4.71606, -3.32358], [-3.12549, -3.15112, -1.56716], [-2.73780, -2.27818, -1.65934], [-2.40848, -3.75245, -1.52931], [-3.41729, 2.42723, -0.52156], [-3.30666, 1.63796, 0.00530], [-2.54554, 2.39413, -0.91536], [-2.13957, -2.57257, -4.30054], [-1.49861, -2.17634, -3.66938], [-1.76954, -2.42939, -5.11787], [0.26625, 5.14500, 2.74252], [0.77021, 5.25630, 1.96754], [0.61384, 4.34797, 3.13535], [2.10398, 3.03200, -0.01094], [2.43958, 2.25732, 0.44184], [1.97022, 2.80904, -0.95553], [-2.03517, 4.33304, 0.99492], [-1.64493, 3.96553, 1.81251], [-2.59470, 3.60253, 0.63627], [-2.99157, 3.88315, 3.71349], [-2.23400, 3.94260, 4.30508], [-3.69770, 3.63603, 4.31552], [1.68442, 0.79473, -6.51144], [1.31934, 0.99283, -5.63768], [2.18013, 0.02048, -6.30078], [1.80830, 2.94528, 3.52531], [1.47956, 2.43477, 4.23567], [2.64291, 3.32399, 3.79084], [-2.56818, -0.99196, 2.72452], [-1.72899, -1.48775, 2.78801], [-3.30142, -1.51498, 3.12350]],
  "forces_ev_per_a": [[-0.4, 0.8, -2.5], [1.7, -1.2, 7.6], [1.2, -3.1, -3.6], [0.1, 1.3, 0.3], [-0.4, -0.7, -3.2], [-3.0, 5.3, 3.4], [0.8, -0.2, 0.0], [-1.0, 0.9, 2.5], [-1.7, -6.4, -2.9], [0.2, 2.4, 0.0], [3.8, 0.4, -4.4], [0.3, 1.5, 3.4], [-0.7, 0.2, -0.5], [-0.4, -0.7, 1.0], [0.2, 0.4, -0.9], [0.2, 0.0, -0.5], [0.5, 0.7, -0.1], [0.9, -1.3, -0.5], [-0.8, 0.8, 0.7], [0.4, -0.8, 0.6], [0.0, 0.1, -0.3], [-0.5, 0.1, 0.0], [-0.3, -1.8, 2.0], [0.2, 0.7, -0.3], [-0.1, 1.1, -1.6], [0.1, 2.0, 0.6], [0.1, -0.8, 0.8], [-0.4, -1.1, -0.7], [0.3, 0.2, -1.5], [0.1, -0.1, 0.2], [-0.4, 0.0, 1.0], [2.2, 0.0, 1.3], [0.2, -0.3, 0.3], [-2.3, 0.3, -1.0], [-0.6, -0.4, 1.5], [-0.3, 1.5, -2.1], [0.9, -1.0, 0.7], [-0.1, 0.3, 0.2], [-0.8, 0.4, -1.1], [1.0, -0.8, 0.2], [-0.8, -0.7, 0.2], [0.5, 0.5, -0.5], [0.3, 0.0, 0.5], [1.2, 0.3, -0.2], [0.1, -0.1, 0.5], [-0.4, -0.1, 0.1], [1.0, -1.7, -0.1], [-0.5, 0.5, -0.6], [-0.1, 0.5, 1.1], [0.4, -0.7, -1.8], [-0.2, 0.7, 0.2], [-0.4, 0.0, 1.1], [-1.1, 1.0, -0.3], [-0.8, -0.5, -0.1], [1.0, -0.6, -0.4], [0.0, 0.4, -0.2], [0.3, -0.4, 0.2], [-0.1, 0.0, 0.0], [0.0, 0.4, 0.6], [-0.1, -0.9, 0.0], [0.0, -0.1, -0.3], [-1.7, 1.0, 0.8], [0.0, 0.0, -0.3], [1.4, -1.3, -0.7], [0.4, 0.1, -0.4], [-1.0, -0.6, 0.8], [0.4, 0.8, -0.5], [-0.9, -0.3, 2.9], [-0.8, -0.5, -0.7], [1.3, 0.5, -3.1], [-1.1, 0.5, 1.5], [0.8, 0.2, -1.6], [0.3, -0.5, 0.1], [0.1, 0.3, 0.1], [0.0, -0.1, -0.1], [-0.1, 0.2, 0.9], [-0.3, -0.6, 0.0], [-0.2, 0.5, -0.8], [0.4, 0.8, 0.4], [-0.2, 0.3, 0.6], [0.3, 0.0, -0.2], [-0.3, 0.1, 0.2], [-0.9, 1.3, 0.0], [-0.1, 0.2, -0.3], [0.7, -0.9, 0.0], [0.4, 0.6, -1.4], [-0.6, -1.0, 1.3], [0.3, 0.1, 0.2], [-0.4, -0.4, 0.3], [-0.8, -0.2, 0.0], [1.2, 0.1, -0.5]],
  "lowdin_charge": [0.090, -0.415, 0.299, -0.909, 0.338, -0.425, 0.120, 0.302, -0.382, 0.079, -0.423, 0.300, 0.151, -0.062, 0.049, -0.012, -0.060, 0.108, 0.108, -0.033, -0.036, 0.014, -0.031, 0.013, 0.117, -0.059, 0.001, -0.035, -0.017, 0.054, -0.019, -0.018, 0.007, -0.034, -0.026, -0.053, 0.020, -0.002, 0.054, 0.044, -0.041, 0.098, 0.008, -0.057, 0.015, 0.092, -0.051, -0.039, -0.038, -0.008, 0.019, -0.035, -0.052, 0.047, -0.032, -0.067, -0.010, 0.025, -0.062, -0.014, 0.043, -0.026, 0.002, -0.017, -0.032, -0.008, 0.032, -0.026, -0.012, -0.019, -0.033, 0.013, -0.025, -0.042, 0.012, -0.015, -0.098, -0.022, -0.009, -0.035, 0.072, 0.066, -0.058, 0.020, -0.027, -0.006, 0.032, 0.063, -0.040, 0.075, 0.107],
  "total_charge": -1,
  "e_lumo_ha": 0.0403,
  "total_energy_ev": -75290.6253,
  "homo_lumo_gap_ev": 8.43,
  "spin_multiplicity": 1,
  "e_homo_ev": -7.33
}

=====

{
  "formula": "Cl5CuO20",
  "method": "the ωB97M-V functional and the def2-TZVPD basis",
  "elements": ["Cu", "Cl", "O", "O", "O", "O", "Cl", "O", "O", "O", "O", "Cl", "O", "O", "O", "O", "Cl", "O", "O", "O", "O", "Cl", "O", "O", "O", "O"],
  "xyz": [[16.50043, -9.93145, -13.94589], [18.70830, -7.24084, -8.36571], [18.56669, -8.72157, -8.01462], [17.51224, -6.52091, -8.03235], [19.83592, -6.56057, -7.89604], [18.77353, -7.29060, -9.85945], [22.83891, -8.13503, -15.39462], [23.60052, -8.02134, -14.19091], [22.12509, -7.00127, -15.65044], [23.60990, -8.34401, -16.54128], [22.06526, -9.23334, -14.94314], [12.41345, -13.39787, -9.07515], [12.12842, -14.73429, -9.12177], [12.78028, -13.10413, -7.76428], [13.57051, -13.41976, -9.93224], [11.27336, -12.52419, -9.45652], [10.04770, -13.15253, -17.06824], [8.73628, -13.00650, -16.63346], [9.99456, -12.95463, -18.42458], [11.08185, -12.28642, -16.47572], [10.30959, -14.56077, -16.80542], [16.20437, -7.62501, -20.89137], [16.24510, -7.51146, -19.38881], [17.51842, -7.48014, -21.24936], [15.47480, -8.68663, -21.59098], [15.47802, -6.39084, -21.29232]],
  "forces_ev_per_a": [[0.1, 0.1, 0.1], [-2.9, -4.2, -5.2], [0.8, 3.2, 0.9], [-0.4, 0.1, 1.1], [2.1, 0.4, 1.8], [0.3, 0.5, 1.5], [1.6, -2.5, 4.4], [3.2, 2.3, 0.7], [-3.6, 4.4, -0.5], [2.1, -1.7, -2.3], [-3.1, -2.5, -2.3], [0.4, 1.7, -1.9], [-4.1, -5.9, 0.3], [0.9, 1.9, 3.3], [1.0, 3.2, -1.3], [1.8, -1.0, -0.2], [2.3, -2.7, 2.3], [-3.4, 2.3, 2.8], [1.0, 1.2, -5.4], [-1.5, -0.8, -0.1], [1.6, 0.0, 0.3], [-5.3, 4.5, 2.4], [-1.1, -2.2, -1.6], [4.7, -1.0, -2.4], [1.3, -0.5, 1.6], [0.3, -0.8, -0.1]],
  "lowdin_charge": [0.996, 0.643, -0.430, -0.399, -0.366, -0.446, 0.517, -0.410, -0.341, -0.368, -0.397, 0.557, -0.383, -0.375, -0.400, -0.399, 0.557, -0.380, -0.370, -0.390, -0.417, 0.634, -0.425, -0.362, -0.391, -0.454],
  "total_charge": -4,
  "e_lumo_ha": 0.0756,
  "total_energy_ev": -148158.0143,
  "homo_lumo_gap_ev": 3.26,
  "spin_multiplicity": 1,
  "e_homo_ev": -1.20
}

=====

{
  "formula": "C6H14O2",
  "method": "the ωB97M-V functional and the def2-TZVPD basis",
  "elements": ["C", "C", "C", "C", "C", "C", "H", "H", "H", "H", "H", "H", "H", "H", "H", "H", "H", "H", "O", "H", "H", "O"],
  "xyz": [[-0.83125, -1.26416, -2.24221], [-0.56602, -1.78206, -0.84434], [0.49493, -1.12024, -0.05636], [1.14507, 0.00998, -0.29983], [0.51616, -1.19476, 2.44722], [0.75177, -1.75108, 1.27734], [0.09830, -1.16432, -2.79160], [-1.25678, -0.26456, -2.22655], [-1.50380, -1.88688, -2.83678], [-0.37879, -2.85957, -0.85268], [-1.49845, -1.78611, -0.27974], [1.75235, 0.52619, 0.42500], [1.12176, 0.44671, -1.30044], [0.75099, -1.69345, 3.38082], [0.12105, -0.18298, 2.49034], [1.32104, -2.68001, 1.23446], [-2.51540, 2.65749, 1.41989], [-1.09077, 2.10192, 1.23957], [-1.99246, 1.83692, 1.48159], [1.07283, 4.80896, -0.61227], [1.57789, 3.34410, -0.73328], [0.90960, 3.89788, -0.32014]],
  "forces_ev_per_a": [[0.2, 0.3, -0.3], [-0.5, -1.0, -0.7], [0.1, 0.4, 1.9], [-0.1, 0.3, -1.4], [-0.1, 0.4, 0.3], [0.6, -0.2, -0.5], [0.2, -0.1, -0.2], [-0.1, 0.2, 0.2], [0.1, -0.1, 0.3], [0.4, -0.1, -0.3], [-0.1, 0.5, 0.3], [0.3, -0.3, 0.2], [-0.3, 0.2, 0.3], [0.1, 0.1, -0.1], [-0.3, -0.2, 0.1], [-0.5, -0.2, 0.0], [0.4, -0.5, 0.0], [-0.3, 0.0, 0.0], [0.0, 0.6, -0.1], [0.0, -0.5, 0.1], [0.0, 0.1, -0.1], [-0.1, 0.3, 0.0]],
  "lowdin_charge": [-0.108, -0.233, -0.339, 0.049, 0.014, -0.166, 0.068, 0.074, 0.073, 0.115, 0.123, 0.065, 0.059, 0.055, 0.060, 0.107, 0.042, 0.021, -0.079, 0.042, 0.025, -0.066],
  "total_charge": 0,
  "e_lumo_ha": 0.0223,
  "total_energy_ev": -10542.5705,
  "smiles": "C=CC(=C)CC.O.O",
  "homo_lumo_gap_ev": 9.78,
  "spin_multiplicity": 1,
  "e_homo_ev": -9.17
}

=====

{
  "formula": "H20KrO10",
  "method": "the ωB97M-V functional and the def2-TZVPD basis",
  "elements": ["Kr", "O", "H", "H", "O", "H", "H", "O", "H", "H", "O", "H", "H", "O", "H", "H", "O", "H", "H", "O", "H", "H", "O", "H", "H", "O", "H", "H", "O", "H", "H"],
  "xyz": [[0.63108, -0.50801, -0.31505], [-1.69388, -0.26806, -3.05200], [-2.61971, -0.26667, -3.29502], [-1.67604, -0.65553, -2.17691], [1.03086, 0.88710, -4.27723], [1.57992, 0.94362, -3.49521], [0.27226, 0.37276, -4.00119], [2.04409, 3.07167, 0.28173], [1.91820, 3.74205, -0.38980], [1.16361, 2.74008, 0.45786], [1.40391, -0.21688, 3.68310], [0.91480, -0.08480, 4.49524], [1.30485, 0.60733, 3.20655], [-1.65002, -2.47063, 1.59686], [-1.46886, -2.67811, 0.68014], [-2.12336, -3.23438, 1.92678], [2.50493, 1.59374, -2.08538], [2.31802, 1.95014, -1.21689], [3.45629, 1.48948, -2.10235], [-1.50297, 2.30105, -0.76211], [-2.08459, 1.80862, -0.18292], [-1.27676, 1.68294, -1.45709], [-0.27614, 1.93917, 2.31891], [-0.83577, 1.17172, 2.43749], [-0.62106, 2.58524, 2.93522], [0.80611, -2.72716, 2.95339], [0.91592, -1.85101, 3.32291], [-0.00204, -2.67293, 2.44330], [-1.47388, -3.51364, -0.99984], [-1.35490, -4.46332, -1.01283], [-1.60488, -3.27561, -1.91766]],
  "forces_ev_per_a": [[0.0, -0.1, 0.1], [0.2, 0.0, 0.0], [-0.3, 0.1, -0.2], [0.1, -0.2, 0.3], [-0.2, -0.1, -0.6], [0.3, 0.3, 0.4], [-0.3, -0.1, 0.0], [0.4, -0.2, -0.1], [-0.1, 0.4, -0.1], [-0.6, -0.1, 0.3], [0.2, 0.1, 0.3], [0.0, 0.1, 0.3], [-0.1, 0.4, -0.4], [-0.1, 0.4, 0.5], [0.0, -0.2, -0.6], [-0.2, -0.2, 0.1], [0.2, -0.2, -0.5], [-0.1, 0.2, 0.7], [0.2, -0.1, -0.1], [0.1, 0.3, 0.1], [-0.1, -0.1, 0.2], [0.1, -0.2, -0.4], [0.3, 0.0, -0.1], [-0.2, -0.4, -0.1], [-0.1, 0.3, 0.1], [0.3, -0.9, 0.1], [0.3, 0.3, -0.1], [-0.4, 0.0, -0.2], [-0.1, 0.1, 0.0], [0.1, -0.3, 0.1], [0.0, 0.1, -0.3]],
  "lowdin_charge": [0.296, -0.045, 0.052, -0.013, -0.072, -0.038, -0.017, -0.045, 0.055, 0.005, -0.039, 0.058, 0.022, -0.075, -0.030, 0.054, -0.084, -0.027, 0.061, -0.065, 0.025, -0.014, -0.048, 0.040, 0.055, -0.089, -0.043, -0.042, -0.045, 0.061, 0.048],
  "total_charge": 0,
  "e_lumo_ha": -0.0064,
  "total_energy_ev": -95729.7360,
  "homo_lumo_gap_ev": 9.82,
  "spin_multiplicity": 1,
  "e_homo_ev": -10.00
}

=====

Number 1 is which compound? C4H52BO34

=====

Which formula does entry 1 have? C4H52BO34